No. 1
Molecular formula: C5H8Br2N2O2
Method: DFT, the ωB97M-V functional and the def2-TZVPD basis

Structure (XYZ):
```
19
Properties=species:S:1:pos:R:3:forces:R:3
C -1.677 -0.395 0.138 -2.0 -2.1 3.3
C -0.336 0.235 -0.123 -0.3 -1.4 0.8
C -0.665 1.342 -1.111 2.7 0.2 2.2
C 0.458 -0.997 -0.759 -1.3 2.5 -0.7
O 0.489 -1.024 -1.960 0.8 -0.8 -0.3
N 0.941 -1.895 0.104 2.1 -2.1 0.0
Br 2.213 -3.214 -0.430 -0.9 0.8 -0.1
N 0.326 0.591 1.139 3.6 0.4 -0.5
Br -0.599 1.643 2.375 0.3 0.1 -0.2
C 1.955 0.941 0.968 -5.4 -1.2 -0.6
O 2.462 0.694 -0.054 0.8 0.1 -0.4
H -1.740 -1.516 0.247 0.6 0.9 -0.2
H -2.335 -0.182 -0.657 -0.9 0.3 -0.9
H -2.200 -0.087 1.131 1.0 0.1 -1.8
H -0.653 0.950 -2.057 0.2 -0.7 -2.4
H -1.597 1.720 -0.900 -2.2 0.9 0.6
H 0.038 2.131 -0.937 0.6 0.6 -0.6
H 0.617 -2.210 0.991 -0.6 0.8 0.5
H 2.305 1.274 1.897 0.8 0.7 1.5
```
Forces are in eV/Å.

Properties
Charge ... 0
Energy above the lowest of the compared OMol25 structures with the same formula, charge and spin ... 282.39 kJ/mol
E_LUMO ... -0.0035 Ha
SMILES ... CC(C)(C(=O)NBr)N(Br)C=O
Kohn-Sham gap ... 9.1 eV
HOMO energy ... -9.2 eV


No. 2
Molecular formula: C5H8Br4O4
Method: DFT, the ωB97M-V functional and the def2-TZVPD basis

Structure (XYZ):
```
21
Properties=species:S:1:pos:R:3:forces:R:3
C 0.076 -1.116 1.192 -2.2 2.2 2.6
C -0.606 -1.026 -1.205 -2.6 2.5 -0.1
C -0.293 -0.228 0.076 -2.8 0.0 -0.3
C 1.635 0.713 -0.468 2.4 1.6 -0.3
C -1.023 0.950 0.430 0.2 0.0 -2.5
O 0.527 -0.394 2.365 -0.6 0.1 -0.7
O -0.495 -0.337 -2.511 1.8 -3.0 1.6
O 1.531 1.417 -1.583 0.5 -0.7 0.3
O -0.963 1.635 1.522 0.2 0.2 2.7
Br 2.008 1.931 0.980 0.4 -0.1 -0.4
Br 2.881 -0.854 -0.519 0.2 0.0 -0.2
Br -3.173 0.104 0.462 -0.5 -0.2 0.1
Br -1.212 2.342 -1.065 -0.4 -0.8 1.1
H -0.827 -1.510 1.645 -0.9 -0.6 -0.7
H 0.654 -1.914 0.941 2.0 -2.0 -0.8
H -1.642 -1.511 -0.937 1.6 0.9 -1.1
H 0.098 -1.757 -1.322 1.7 -2.0 -0.1
H 1.363 -0.742 2.594 1.5 -0.3 0.5
H -1.071 0.361 -2.680 -2.0 1.8 0.3
H 1.258 0.806 -2.288 -0.3 -0.2 -0.3
H -0.727 1.132 2.371 -0.2 0.4 -1.9
```
Forces are in eV/Å.

Properties
Charge ... 0
E_LUMO (spin up / spin down) ... 0.0028 / -0.1209 Ha
2S+1 ... 3
Kohn-Sham gap (spin up / spin down) ... 6.8 / 6.3 eV
HOMO energy (spin up / spin down) ... -6.8 / -9.6 eV


No. 3
Molecular formula: C5H8BrFN2
Method: DFT, the ωB97M-V functional and the def2-TZVPD basis

Structure (XYZ):
```
17
Properties=species:S:1:pos:R:3:forces:R:3
C -1.103 -0.923 0.893 1.2 -0.4 -0.1
N -0.029 -0.371 0.018 0.4 0.2 2.6
C 1.234 -0.687 0.802 -1.4 0.8 0.5
C 1.616 0.592 1.376 -0.3 4.1 1.0
F 2.685 0.772 2.193 -0.5 -0.8 -0.2
C 0.850 1.656 1.053 -1.3 -3.5 -2.7
Br 0.813 3.404 1.605 0.1 0.1 0.0
N -0.192 1.106 -0.036 1.7 -0.7 2.4
C 0.151 1.456 -1.382 1.9 -2.0 -0.6
H -1.938 -0.892 0.237 -1.5 0.5 0.4
H -0.852 -1.991 0.951 -0.2 0.1 0.2
H -1.148 -0.513 1.967 -0.3 -0.2 -1.7
H 2.045 -0.949 0.204 1.2 -1.5 -1.2
H 0.966 -1.370 1.630 0.6 -0.1 -0.7
H 1.029 0.894 -1.894 -0.7 0.9 1.4
H -0.631 1.187 -2.028 -1.5 0.0 -0.7
H 0.320 2.468 -1.377 0.4 2.6 -0.5
```
Forces are in eV/Å.

Properties
Charge ... 0
Energy above the lowest of the compared OMol25 structures with the same formula, charge and spin ... 60.53 kJ/mol
E_LUMO ... 0.0294 Ha
SMILES ... CN1CC(F)=C(Br)N1C
Kohn-Sham gap ... 9.5 eV
HOMO energy ... -8.7 eV


No. 4
Molecular formula: C5H8Cl2N3O
Method: DFT, the ωB97M-V functional and the def2-TZVPD basis

Structure (XYZ):
```
19
Properties=species:S:1:pos:R:3:forces:R:3
C -3.479 -1.086 0.056 -0.1 0.0 0.4
C -1.180 -0.285 0.038 -3.2 2.9 0.6
C -2.634 0.171 0.117 2.2 -0.1 -1.5
C 0.035 1.869 0.159 -2.8 0.5 -1.1
C 1.277 -0.195 -0.208 -1.4 0.4 -4.1
N -2.503 -2.110 -0.097 3.0 0.3 0.5
N -1.166 -1.620 0.055 -3.5 -5.0 -0.5
N -0.033 0.425 -0.029 1.1 0.1 0.2
O -4.670 -1.228 0.064 1.6 -0.2 0.1
Cl -2.954 1.266 1.390 -0.9 0.6 1.5
Cl -3.094 0.980 -1.444 -0.1 0.6 -0.7
H 0.419 2.435 -0.746 -0.8 -0.9 0.6
H -1.015 2.172 0.503 1.9 0.2 -0.8
H 0.726 2.096 0.911 1.0 0.1 1.4
H 1.685 0.552 -0.954 0.8 -1.2 1.2
H 1.772 -0.395 0.671 1.4 0.4 2.1
H 1.249 -1.173 -0.744 -0.3 0.7 0.2
H -2.692 -3.118 -0.095 0.3 0.4 0.0
H -0.401 -2.264 -0.116 -0.2 0.1 -0.1
```
Forces are in eV/Å.

Properties
Charge ... +1
E_LUMO (spin up / spin down) ... -0.1226 / -0.2906 Ha
2S+1 ... 3
Kohn-Sham gap (spin up / spin down) ... 7.3 / 6.6 eV
HOMO energy (spin up / spin down) ... -10.6 / -14.5 eV


No. 5
Molecular formula: C5H8Cl2S
Method: DFT, the ωB97M-V functional and the def2-TZVPD basis

Structure (XYZ):
```
16
Properties=species:S:1:pos:R:3:forces:R:3
C 1.518 1.194 1.012 -0.4 -0.3 0.6
C 0.692 0.471 0.266 1.4 -0.1 0.1
S 1.169 0.142 -1.422 -1.1 1.8 -0.2
C 2.185 -1.188 -1.045 2.7 -1.7 0.4
C -0.497 -0.186 0.847 -1.1 0.2 0.0
Cl -0.356 -2.005 1.052 0.0 0.7 -0.2
C -1.703 0.102 -0.089 -0.3 -1.2 0.6
Cl -1.891 1.843 -0.114 -0.4 0.8 -0.2
H 1.343 1.299 2.081 -0.1 0.1 -0.1
H 2.423 1.631 0.638 0.2 0.2 -0.3
H 2.919 -1.326 -1.865 -0.7 -0.2 0.1
H 2.869 -1.016 -0.173 -0.9 0.0 -0.5
H 1.588 -2.078 -0.869 0.3 -0.2 -0.1
H -0.630 0.224 1.878 -0.3 -0.4 -0.9
H -1.538 -0.243 -1.129 0.1 0.1 0.8
H -2.633 -0.362 0.299 0.6 0.3 -0.2
```
Forces are in eV/Å.

Properties
Charge ... 0
Energy above the lowest of the compared OMol25 structures with the same formula, charge and spin ... 46.38 kJ/mol
E_LUMO ... 0.0232 Ha
SMILES ... C=C(SC)[C@H](Cl)CCl
Kohn-Sham gap ... 9.5 eV
HOMO energy ... -8.9 eV


No. 6
Molecular formula: C5H8Cl4P
Method: DFT, the ωB97M-V functional and the def2-TZVPD basis

Structure (XYZ):
```
18
Properties=species:S:1:pos:R:3:forces:R:3
C 0.146 1.080 1.507 6.9 -4.2 -7.4
C 1.119 0.546 0.609 -6.7 2.5 5.3
P 2.044 -0.498 -0.751 -1.7 3.0 0.7
C 2.143 0.610 -2.335 -0.7 0.2 -1.2
C 0.658 0.488 -3.060 -0.4 -0.6 1.3
H -0.843 1.363 2.113 3.0 0.4 -1.5
H 1.226 -1.649 -1.145 0.9 0.9 0.7
H 3.333 -0.891 -0.237 -1.0 0.1 -0.3
H 2.942 0.158 -3.069 -1.3 0.9 1.7
H 2.341 1.746 -2.088 -0.1 -2.6 -0.2
H 0.464 -0.660 -3.274 0.4 2.5 0.0
H -0.153 0.794 -2.241 1.7 -0.4 -2.0
H 0.551 1.159 -4.025 0.4 -1.5 2.1
C -3.194 -0.849 3.599 -0.9 -0.3 0.6
Cl -1.846 -0.070 2.733 -1.0 -1.3 0.6
Cl -3.260 -0.235 5.271 0.1 -0.2 -0.6
Cl -4.726 -0.478 2.770 0.5 -0.1 0.2
Cl -2.944 -2.613 3.624 0.0 0.6 -0.1
```
Forces are in eV/Å.

Properties
Charge ... +1
Energy above the lowest of the compared OMol25 structures with the same formula, charge and spin ... 387.65 kJ/mol
E_LUMO ... -0.1740 Ha
Kohn-Sham gap ... 9.0 eV
HOMO energy ... -13.7 eV


No. 7
Molecular formula: C5H8ClF
Method: DFT, the ωB97M-V functional and the def2-TZVPD basis

Structure (XYZ):
```
15
Properties=species:S:1:pos:R:3:forces:R:3
C -0.534 -0.495 -0.259 3.0 2.1 2.5
C -1.143 0.552 0.384 0.4 -3.0 -2.9
C -0.400 -1.976 -0.413 -4.3 -0.3 1.0
C -0.721 1.971 0.448 2.4 -1.3 0.3
C 2.004 -0.045 -0.177 -2.1 -0.2 1.3
F 2.464 0.577 0.945 -0.3 -1.2 -0.4
Cl -2.870 0.286 0.527 -0.8 0.0 0.6
H -1.032 -2.238 -1.295 0.3 -0.1 0.5
H 0.531 -2.457 -0.592 1.1 0.3 0.1
H -0.926 -2.519 0.507 1.1 1.1 -1.8
H -1.172 2.565 -0.284 -1.2 0.9 -1.0
H 0.341 1.918 0.159 -0.2 0.3 0.3
H -0.786 2.413 1.423 -0.3 0.1 0.5
H 2.071 -1.096 -0.379 0.6 -0.5 1.1
H 2.173 0.543 -0.994 0.3 1.6 -2.1
```
Forces are in eV/Å.

Properties
Charge ... 0
Energy above the lowest of the compared OMol25 structures with the same formula, charge and spin ... 537.05 kJ/mol
E_LUMO (spin up / spin down) ... 0.0157 / 0.0081 Ha
Kohn-Sham gap (spin up / spin down) ... 8.7 / 8.8 eV
HOMO energy (spin up / spin down) ... -8.2 / -8.6 eV